Record 1
Entry from the Open Molecules 2025 dataset: a 9-piece molecular cluster, C28H76Cl4O27P6 overall at a distorted geometry (the ωB97M-V functional and the def2-TZVPD basis).

- energy above the lowest of the compared OMol25 structures with the same formula, charge and spin (kcal/mol) = 0.00
- calculated total energy (eV) = -191384.698
- SMILES = COP(=O)(OC)OC.COP(=O)(OC)OC.COP(=O)(OC)OC.COP(=O)(OC)OC.COP(=O)(OC)OC.COP(=O)(OC)OC.COCCOCCOC.ClCCCl.ClCCCl
- net charge = 0
- gap between HOMO and LUMO (Eh) = 0.350

Positions of all 141 atoms, in Å:
1 Cl 8.8757 13.2124 36.2741
2 C 9.2533 12.6515 34.5834
3 C 10.0951 11.3836 34.7126
4 Cl 11.6920 11.7697 35.4036
5 H 9.8011 13.4889 34.1673
6 H 8.2799 12.4471 34.1498
7 H 10.2382 10.8954 33.7503
8 H 9.6433 10.6597 35.3856
9 Cl 9.0002 15.6411 38.6948
10 C 8.2019 17.0406 39.4286
11 C 6.8375 16.7988 40.0034
12 Cl 5.5797 16.5697 38.7854
13 H 8.2627 17.7976 38.6524
14 H 8.8063 17.3209 40.2927
15 H 6.5155 17.6155 40.6465
16 H 6.8020 15.8954 40.6121
17 C 4.2950 17.8894 34.7204
18 O 5.5591 18.3030 34.1428
19 P 6.8250 18.5645 35.0836
20 O 7.9846 18.7460 34.1912
21 O 6.4499 19.9395 35.8220
22 C 6.7072 20.2156 37.1919
23 O 6.9329 17.3880 36.1709
24 C 7.2167 16.0731 35.7003
25 H 3.6115 18.7310 34.6405
26 H 4.4589 17.5742 35.7530
27 H 3.9850 17.0072 34.1618
28 H 5.9066 20.8067 37.6288
29 H 7.6729 20.7143 37.2990
30 H 6.7665 19.2773 37.7506
31 H 8.2848 15.8772 35.6367
32 H 6.8138 15.8275 34.7116
33 H 6.7373 15.3417 36.3459
34 C 8.2048 15.8951 32.1268
35 O 8.3893 14.5272 31.7360
36 P 9.6889 13.9305 31.0398
37 O 10.4173 13.0057 31.9232
38 O 10.5996 15.1580 30.5219
39 C 11.8299 14.9165 29.8769
40 O 9.1013 13.2955 29.6783
41 C 8.6145 14.2242 28.7200
42 H 8.5641 15.8959 33.1580
43 H 7.1901 16.2913 32.1672
44 H 8.7639 16.5913 31.5069
45 H 11.7836 15.0409 28.7920
46 H 12.1955 13.9003 30.0431
47 H 12.6221 15.5821 30.2180
48 H 9.1744 14.2951 27.7901
49 H 8.2482 15.2038 29.0361
50 H 7.6282 13.8993 28.3607
51 C 5.8640 22.2317 33.3035
52 O 6.7012 23.1278 32.6182
53 P 6.6555 23.3980 31.0448
54 O 5.9191 22.4389 30.2018
55 O 8.2099 23.5960 30.7080
56 C 9.0219 22.4539 30.4634
57 O 6.2404 24.9202 31.0410
58 C 5.6035 25.4880 29.9249
59 H 5.1977 22.7532 33.9977
60 H 6.4307 21.5603 33.9540
61 H 5.2595 21.6121 32.6379
62 H 9.1778 21.7668 31.2950
63 H 9.9877 22.9138 30.2266
64 H 8.8202 21.8903 29.5499
65 H 4.5139 25.3658 30.0042
66 H 5.7572 24.9764 28.9675
67 H 5.8235 26.5466 29.8141
68 C -0.9729 15.3145 36.1964
69 O -0.5059 16.3737 35.3655
70 P 1.0015 16.1484 34.7986
71 O 1.2769 14.7978 34.2860
72 O 1.1508 17.3030 33.7470
73 C 0.8841 17.1232 32.3767
74 O 1.9241 16.7168 35.9576
75 C 2.3207 15.8954 37.0479
76 H -1.8887 14.8748 35.7922
77 H -1.2717 15.7975 37.1326
78 H -0.3266 14.4656 36.4184
79 H -0.0749 17.5340 32.0413
80 H 0.6887 16.0696 32.1450
81 H 1.6940 17.5156 31.7686
82 H 2.1383 14.8457 36.8386
83 H 1.8823 16.2272 37.9963
84 H 3.3554 16.1011 37.3320
85 C 7.1824 20.4715 27.6354
86 O 8.1340 19.8241 28.4537
87 P 7.8524 18.2891 28.8395
88 O 7.4632 17.5957 27.6051
89 O 9.1226 17.6795 29.5064
90 C 10.3309 18.3898 29.7886
91 O 6.7363 18.3573 29.9807
92 C 6.8366 19.0597 31.2077
93 H 7.1755 19.9976 26.6462
94 H 7.3888 21.5199 27.4410
95 H 6.1341 20.3451 27.9132
96 H 10.2050 19.4709 29.7813
97 H 10.9542 18.0491 28.9558
98 H 10.7654 18.0697 30.7350
99 H 7.5556 18.6075 31.8893
100 H 5.9435 19.3558 31.7499
101 H 7.2778 20.0328 30.9448
102 C 5.0964 22.3631 40.4632
103 O 5.7928 21.1215 40.2785
104 P 7.0943 20.8319 41.1345
105 O 7.6659 19.4872 41.0059
106 O 8.0546 22.0309 40.6367
107 C 9.4501 21.8055 40.4525
108 O 6.6807 21.2831 42.6259
109 C 7.3317 20.8201 43.7796
110 H 5.3533 22.8534 41.4007
111 H 4.0222 22.1973 40.4513
112 H 5.3617 23.0504 39.6599
113 H 9.6866 21.4373 39.4549
114 H 9.8437 21.1061 41.1912
115 H 9.9573 22.7555 40.6134
116 H 7.4218 19.7275 43.7988
117 H 6.8868 21.0398 44.7486
118 H 8.3636 21.1864 43.7877
119 C 15.3175 15.2780 30.7749
120 O 14.9864 15.7837 32.0494
121 C 14.6054 14.7891 32.9844
122 C 13.1294 14.9104 33.3966
123 O 12.8713 16.1969 33.9094
124 C 11.5992 16.1609 34.5225
125 C 11.1289 17.5073 35.0633
126 O 12.0858 18.0765 35.9240
127 C 11.6009 19.2125 36.6245
128 H 15.1505 16.0875 30.0650
129 H 14.7036 14.3955 30.5688
130 H 16.3541 14.9507 30.6291
131 H 15.0988 14.9329 33.9498
132 H 14.9113 13.8090 32.6177
133 H 12.9546 14.1254 34.1449
134 H 12.4445 14.5531 32.6182
135 H 11.5221 15.4833 35.3818
136 H 10.8812 15.8174 33.7693
137 H 10.1605 17.4035 35.5657
138 H 10.8725 18.1510 34.2113
139 H 11.0906 19.8217 35.8719
140 H 12.4552 19.7905 36.9704
141 H 10.9565 18.9601 37.4682

Cartesian forces, eV/Å:
Cl -0.2 0.0 0.0
C 0.3 -0.4 1.4
C -0.2 0.2 -0.3
Cl 0.1 -0.1 -0.1
H -0.1 -0.3 -0.5
H 0.2 0.1 -0.4
H 0.1 0.3 -0.1
H -0.2 0.1 0.1
Cl -0.1 -0.5 -0.1
C 0.4 0.3 0.6
C -0.3 -0.5 0.4
Cl -0.6 -0.1 -0.4
H -0.3 0.3 0.3
H 0.1 0.2 -0.3
H 0.3 0.1 -0.3
H 0.3 0.0 -0.1
C 0.7 -0.2 0.0
O 0.2 -0.3 0.9
P 0.5 0.7 -1.5
O -0.1 -0.4 0.6
O -0.4 -1.1 0.1
C 0.5 -0.6 0.7
O -0.5 1.5 -0.6
C 0.0 -1.2 -0.6
H -0.2 -0.3 0.1
H -0.3 0.2 0.0
H -0.3 0.3 -0.1
H 0.0 0.1 -0.3
H -0.1 0.2 -0.1
H -0.1 0.1 0.1
H 0.0 0.2 0.3
H -0.2 0.7 -0.1
H 0.2 0.3 0.5
C 0.9 0.4 1.2
O 0.0 0.4 -1.1
P 0.2 -0.1 -0.4
O -0.4 0.0 -0.8
O -1.2 0.1 0.7
C 1.2 -0.6 -0.6
O 0.8 0.5 0.9
C -2.5 0.2 -1.4
H 0.1 0.7 -0.1
H -0.4 -0.9 -0.4
H 0.2 -0.2 0.0
H -0.5 0.1 0.0
H -0.2 0.0 0.2
H -0.4 0.2 0.4
H 0.8 0.0 0.5
H 1.1 0.2 0.7
H 0.2 -0.8 0.1
C -0.8 -0.9 0.9
O 0.3 0.1 -0.8
P 0.9 -0.1 0.6
O 0.2 0.5 0.5
O -1.0 -0.7 0.0
C 1.8 0.4 -0.9
O -0.1 -0.1 0.1
C -1.7 -0.1 -1.3
H 0.0 0.3 -0.3
H 0.4 0.1 -0.4
H 0.1 0.2 -0.1
H -0.5 0.2 0.3
H 0.1 -0.2 0.3
H -0.9 0.1 0.2
H 0.1 0.3 0.5
H 0.8 0.0 0.2
H 0.3 -0.1 0.3
C -1.6 0.1 1.0
O 1.5 -0.8 -0.8
P -0.9 0.0 -0.1
O 0.0 0.4 0.6
O 0.1 0.7 0.6
C -1.1 -1.1 -1.2
O 0.1 0.1 -0.3
C 0.5 0.3 1.2
H 0.1 0.2 -0.3
H 0.2 -0.2 0.1
H 0.6 0.4 -0.3
H 0.2 0.8 0.6
H 0.8 -0.1 0.1
H 0.1 0.0 0.2
H 0.2 -0.1 0.1
H -0.9 -0.2 -0.4
H 0.3 -0.3 -0.9
C -1.1 -0.5 -2.1
O 0.8 0.0 1.4
P -1.6 0.8 -1.3
O -0.4 -0.6 0.9
O -0.2 0.6 0.9
C 0.7 -0.4 -0.8
O -0.7 -1.0 -0.7
C 2.2 1.9 -0.1
H 0.4 0.0 0.0
H 0.4 0.1 0.7
H 0.2 0.2 0.9
H -0.1 -0.1 -0.1
H 0.6 0.6 0.4
H -0.3 -0.2 0.0
H -0.3 -0.3 0.1
H -0.6 -1.0 -0.6
H 0.0 0.0 0.2
C -0.1 0.7 -0.1
O 0.2 -0.3 0.8
P 0.4 1.0 0.2
O -0.3 0.5 0.1
O -0.6 -0.7 0.2
C 0.6 0.1 0.4
O -0.9 0.0 -0.9
C 1.8 -1.4 0.5
H 0.1 -0.2 0.1
H 0.1 -0.3 -0.1
H 0.0 -0.1 -0.1
H -0.2 0.0 0.0
H -0.1 -0.1 -0.1
H -0.1 0.0 -0.1
H -0.1 0.0 -0.4
H -0.7 0.8 -0.5
H -0.1 0.2 0.1
C -0.2 -0.1 0.0
O 0.4 -0.1 0.1
C -0.5 0.6 0.8
C 0.7 -1.4 -0.5
O -0.4 -0.4 0.2
C -0.6 0.5 0.6
C -0.1 0.2 -0.8
O 0.1 -0.2 0.4
C 0.3 -0.1 -1.2
H -0.2 -0.2 -0.1
H -0.2 0.2 -0.4
H 0.2 0.1 0.5
H 0.6 0.3 -0.3
H -0.5 -0.2 0.1
H 0.2 0.2 0.4
H -0.2 0.8 -0.4
H 0.6 -0.4 -0.2
H -0.3 0.0 0.1
H 0.0 -0.4 0.2
H 0.4 0.4 0.0
H -0.4 0.3 0.4
H 0.1 -0.2 0.1
H -0.2 -0.1 0.0

---

Record 2
Entry from the Open Molecules 2025 dataset: an isolated ion of composition C3H4NOS and charge +1 at a distorted geometry (the ωB97M-V functional and the def2-TZVPD basis).

- energy above the lowest of the compared OMol25 structures with the same formula, charge and spin (kcal/mol) = 87.33
- calculated total energy (eV) = -17535.348
- net charge = +1
- gap between HOMO and LUMO (alpha / beta) (Eh) = 0.292 / 0.304

Positions of all 10 atoms, in Å:
1 C -1.2154 -0.9013 0.3756
2 C 1.3863 -0.5111 0.2460
3 C 0.5274 0.4758 -0.3858
4 N -0.0169 -0.6838 0.2179
5 O -2.6140 1.1496 0.5275
6 S -2.5004 -0.0341 -0.3193
7 H 1.7352 -1.1524 -0.5097
8 H 1.8495 -0.2280 1.2700
9 H 0.3305 1.3658 0.0387
10 H 0.5179 0.5196 -1.4608

Cartesian forces, eV/Å:
C -1.2 -0.9 -0.2
C 1.6 0.7 2.8
C 1.5 -0.4 -2.9
N -1.3 0.4 0.3
O -0.2 0.3 -0.1
S -0.6 -0.4 0.6
H 1.6 -1.1 -0.1
H -0.5 -1.2 -2.0
H -0.8 2.8 1.8
H -0.1 -0.3 -0.4

---

Record 3
Entry from the Open Molecules 2025 dataset: C74H62N6O4SSbV as an isolated structure at a distorted geometry (the ωB97M-V functional and the def2-TZVPD basis).

- calculated total energy (eV) = -137930.734
- expectation value of S² = 0.844
- net charge = +1
- 2S+1 = 2
- gap between HOMO and LUMO (alpha / beta) (Eh) = 0.207 / 0.212

Positions of all 149 atoms, in Å:
1 V 0.6517 -0.7608 0.5068
2 C 7.4032 -8.0064 -0.2068
3 O 6.5229 -7.4634 -1.1658
4 C 5.6631 -6.4783 -0.8178
5 C 5.5439 -5.9147 0.4499
6 C 4.6285 -4.8988 0.6731
7 C 3.8088 -4.4365 -0.3476
8 C 3.9178 -5.0142 -1.6099
9 C 4.8357 -6.0118 -1.8453
10 C 2.8487 -3.3363 -0.0996
11 C 3.2734 -2.0201 -0.2551
12 C 4.4707 -1.6328 -0.9333
13 C 4.4180 -0.2827 -1.0722
14 C 3.2264 0.1613 -0.4124
15 N 2.5274 -0.9159 0.0392
16 C 2.9701 1.4809 -0.0168
17 C 2.1310 1.7071 1.0851
18 C 2.0932 2.9000 1.8761
19 C 1.3025 2.6363 2.9494
20 C 0.7783 1.3207 2.7593
21 C -0.3117 0.8416 3.4823
22 C -0.7688 1.5496 4.6983
23 C -1.7950 2.4880 4.6245
24 C -2.2762 3.0902 5.7636
25 C -1.7581 2.7607 7.0195
26 O -2.3371 3.3653 8.0823
27 C -1.8361 3.0895 9.3713
28 C -0.7145 1.8413 7.0942
29 C -0.2291 1.2482 5.9406
30 C -1.0974 -0.1917 2.9837
31 N -0.7994 -0.9152 1.8681
32 C -1.8763 -1.7210 1.6401
33 C -1.8630 -2.8331 0.7959
34 C -3.0933 -3.6415 0.6541
35 C -3.5337 -4.4544 1.6986
36 C -4.6970 -5.1789 1.5739
37 C -5.4650 -5.1012 0.4072
38 O -6.6111 -5.8216 0.3916
39 C -7.4434 -5.7575 -0.7446
40 C -5.0178 -4.3008 -0.6395
41 C -3.8351 -3.5920 -0.5170
42 C -0.6559 -3.3322 0.3169
43 C -0.4553 -4.6896 -0.0948
44 C 0.8871 -4.8840 -0.1686
45 C 1.5034 -3.6206 0.1165
46 N 0.5497 -2.6933 0.4165
47 C -2.8997 -1.4659 2.6123
48 C -2.3927 -0.5526 3.4780
49 N 1.3080 0.7577 1.6325
50 C 3.7281 2.5261 -0.7096
51 C 3.7339 2.4863 -2.1114
52 C 4.5189 3.3443 -2.8400
53 C 5.3382 4.2780 -2.1959
54 O 6.1268 5.0211 -2.9999
55 C 7.1254 5.8335 -2.4236
56 C 5.3066 4.3522 -0.8052
57 C 4.5189 3.4801 -0.0765
58 H 7.9710 -8.7702 -0.7377
59 H 6.8620 -8.4727 0.6210
60 H 8.0878 -7.2501 0.1880
61 H 6.1582 -6.2552 1.2700
62 H 4.5483 -4.4668 1.6610
63 H 3.2809 -4.6596 -2.4052
64 H 4.9317 -6.4589 -2.8209
65 H 5.2195 -2.3152 -1.2827
66 H 5.1332 0.3620 -1.5400
67 H 2.6007 3.8165 1.6506
68 H 1.0522 3.2722 3.7761
69 H -2.2118 2.7486 3.6639
70 H -3.0751 3.8103 5.7082
71 H -2.3859 3.7409 10.0480
72 H -0.7684 3.3189 9.4456
73 H -2.0064 2.0447 9.6525
74 H -0.2902 1.5653 8.0469
75 H 0.5678 0.5224 6.0075
76 H -2.9607 -4.5064 2.6129
77 H -5.0500 -5.8097 2.3724
78 H -8.2932 -6.4052 -0.5348
79 H -6.9236 -6.1180 -1.6350
80 H -7.7967 -4.7381 -0.9201
81 H -5.5877 -4.2173 -1.5517
82 H -3.5058 -2.9718 -1.3372
83 H -1.2445 -5.3978 -0.2609
84 H 1.4263 -5.7741 -0.4339
85 H -3.8518 -1.9581 2.6412
86 H -2.8414 -0.1436 4.3611
87 H 3.1054 1.7670 -2.6160
88 H 4.5457 3.3043 -3.9170
89 H 7.7125 6.2232 -3.2538
90 H 7.7734 5.2498 -1.7643
91 H 6.7017 6.6687 -1.8593
92 H 5.9064 5.0769 -0.2805
93 H 4.5767 3.5166 0.9996
94 C -1.2484 -2.4843 -5.9684
95 C -0.1388 -1.9501 -5.1310
96 C 1.1530 -1.7408 -5.6212
97 C 2.0929 -1.2499 -4.7301
98 N 1.7994 -0.9700 -3.4659
99 C 0.5452 -1.1893 -3.1096
100 S -0.0348 -0.5813 -1.5712
101 N -0.4248 -1.6730 -3.8658
102 H -1.0321 -2.3725 -7.0265
103 H -2.1855 -1.9843 -5.7336
104 H -1.3766 -3.5429 -5.7443
105 H 1.4013 -1.9535 -6.6480
106 H 3.1115 -1.0471 -5.0345
107 C -3.7297 3.7455 -1.5347
108 C -3.1730 4.3621 -0.2910
109 C -3.7255 5.5516 0.1749
110 C -3.2282 6.1790 1.3014
111 C -2.1719 5.6082 1.9920
112 C -1.6290 4.4169 1.5454
113 C -2.1105 3.7936 0.4035
114 Sb -1.1689 1.9303 -0.2154
115 C -0.3825 2.7271 -2.1234
116 C -0.5582 2.0110 -3.2989
117 C 0.0070 2.4224 -4.4911
118 C 0.7632 3.5792 -4.5254
119 C 0.9529 4.2918 -3.3579
120 C 0.4097 3.8763 -2.1438
121 C 0.7415 4.6832 -0.9254
122 C -3.1404 0.9163 -0.2284
123 C -3.7313 1.0922 1.0184
124 C -4.9389 0.4996 1.3398
125 C -5.5629 -0.3162 0.4144
126 C -4.9849 -0.4880 -0.8269
127 C -3.7845 0.1239 -1.1772
128 C -3.2831 -0.0571 -2.5740
129 H -4.1285 4.5172 -2.1879
130 H -4.5367 3.0591 -1.2790
131 H -2.9596 3.1947 -2.0732
132 H -4.5639 5.9829 -0.3562
133 H -3.6562 7.1155 1.6281
134 H -1.7747 6.0777 2.8815
135 H -0.7992 3.9770 2.0908
136 H -1.1212 1.0946 -3.2887
137 H -0.1400 1.8332 -5.3840
138 H 1.2143 3.9139 -5.4472
139 H 1.5601 5.1856 -3.3678
140 H 1.7820 4.9998 -0.9660
141 H 0.5858 4.1121 -0.0132
142 H 0.1200 5.5768 -0.8764
143 H -3.2437 1.7231 1.7553
144 H -5.3822 0.6713 2.3080
145 H -6.4988 -0.8007 0.6487
146 H -5.4802 -1.1046 -1.5615
147 H -3.9829 -0.6459 -3.1613
148 H -2.3216 -0.5688 -2.5893
149 H -3.1781 0.9146 -3.0525

Cartesian forces, eV/Å:
V -0.2 0.5 -0.4
C 0.1 -0.1 0.2
O -0.2 0.2 -0.2
C -0.1 0.1 0.0
C 0.3 -0.3 0.0
C -0.2 0.1 -0.1
C 0.1 -0.1 0.1
C 0.1 0.0 0.1
C 0.1 -0.2 0.0
C -0.4 0.3 0.0
C 0.2 -0.6 -0.3
C -0.1 0.3 0.2
C -0.1 -0.3 0.1
C 0.4 0.7 0.1
N 0.1 -0.4 0.2
C -0.1 -0.7 0.1
C 0.4 0.4 -0.1
C -0.2 -0.2 0.0
C 0.1 -0.2 -0.2
C -0.3 0.3 0.4
C 0.0 -0.3 -0.5
C 0.0 0.0 0.2
C 0.1 -0.1 0.1
C -0.1 0.1 0.2
C 0.1 -0.1 -0.2
O 0.0 0.1 -0.4
C 0.1 0.0 0.3
C -0.1 0.1 0.3
C 0.0 0.0 -0.3
C -0.1 0.5 0.5
N 0.1 -0.2 0.1
C -0.3 -0.3 0.2
C 0.5 0.0 0.0
C -0.1 0.0 -0.2
C -0.1 0.1 -0.2
C -0.3 -0.1 -0.1
C 0.1 0.1 0.0
O 0.2 0.0 0.4
C -0.1 0.0 -0.2
C -0.3 -0.2 -0.1
C 0.2 0.0 0.2
C -0.8 -0.4 0.2
C 0.3 0.0 -0.1
C -0.3 0.2 0.1
C 0.6 -0.3 -0.3
N 0.3 -0.2 0.2
C 0.3 0.1 0.0
C 0.3 -0.3 -0.2
N 0.2 0.0 0.4
C 0.2 0.2 -0.1
C -0.1 0.2 0.2
C 0.2 0.2 0.0
C -0.2 -0.3 0.0
O -0.3 -0.1 -0.2
C 0.2 0.2 0.2
C 0.2 0.3 -0.2
C -0.2 -0.2 -0.1
H 0.0 0.1 0.1
H 0.0 0.0 0.0
H 0.0 0.0 0.0
H 0.1 0.0 0.0
H 0.0 0.0 0.1
H -0.1 0.0 -0.2
H 0.0 -0.1 -0.1
H 0.2 -0.1 0.0
H 0.2 0.1 -0.1
H 0.1 0.1 0.0
H 0.0 0.2 0.1
H -0.1 0.0 -0.1
H -0.1 0.1 0.0
H 0.0 -0.1 0.0
H -0.1 0.0 0.0
H 0.0 0.1 0.0
H 0.0 0.0 0.1
H 0.1 -0.1 0.0
H 0.1 0.0 0.1
H 0.0 -0.1 0.1
H 0.1 0.1 0.0
H 0.0 0.0 0.0
H 0.0 0.0 0.0
H 0.0 0.0 -0.1
H 0.1 0.1 -0.1
H -0.1 -0.1 0.0
H 0.0 -0.1 0.0
H -0.1 0.0 0.0
H -0.1 0.1 0.2
H -0.1 -0.1 -0.1
H -0.1 0.0 -0.2
H -0.1 0.0 0.1
H 0.0 0.0 0.0
H -0.1 0.0 0.0
H 0.1 0.1 0.1
H 0.0 0.0 0.1
C 0.0 -0.1 -0.1
C 0.4 0.1 -0.3
C -0.2 0.0 0.2
C -0.1 -0.1 -0.3
N 0.1 0.2 0.5
C 0.4 -0.3 -0.3
S -0.5 0.5 0.2
N -0.3 0.0 0.2
H 0.0 -0.1 -0.1
H 0.0 0.0 0.1
H 0.0 -0.1 -0.1
H 0.0 0.0 -0.1
H 0.1 -0.1 -0.1
C -0.1 0.0 0.0
C 0.0 0.1 -0.2
C 0.0 0.0 0.0
C 0.0 0.1 0.0
C 0.0 0.1 0.2
C 0.1 0.0 0.1
C 0.4 -0.5 0.1
Sb -0.7 0.8 -0.3
C -0.4 -0.5 0.6
C 0.0 -0.1 -0.2
C 0.0 -0.1 -0.1
C 0.0 0.1 0.0
C 0.0 0.0 0.0
C 0.0 0.0 0.0
C -0.1 0.0 0.0
C 0.6 0.3 -0.2
C 0.1 0.2 -0.1
C -0.1 0.0 0.0
C 0.0 0.1 0.1
C 0.0 0.0 -0.1
C -0.1 -0.1 0.0
C 0.0 0.0 0.0
H -0.1 0.0 -0.1
H -0.1 -0.1 -0.1
H -0.1 0.0 -0.1
H 0.0 0.1 -0.1
H 0.0 0.0 0.1
H 0.0 0.1 0.0
H 0.0 0.0 0.0
H -0.1 0.0 -0.1
H 0.0 -0.1 -0.1
H 0.0 0.1 -0.1
H 0.1 0.1 0.0
H 0.1 0.0 0.0
H 0.1 0.1 0.1
H -0.1 0.1 0.1
H -0.1 0.0 0.0
H 0.0 0.0 0.2
H -0.1 0.0 0.0
H -0.1 -0.1 -0.1
H -0.1 0.0 -0.1
H -0.1 0.0 -0.1
H 0.0 0.1 -0.1